The following is a DFT calculation (ωB97M-V/def2-TZVPD) of a structure of composition C24H38AsNO2S2ScSi3 in a non-equilibrium geometry.

Each line ends with the Löwdin charge.
Positions of all 72 atoms, in Å:
Sc: -0.591 -0.995 -0.059  1.007
S: -2.866 0.493 -0.283  0.600
C: -3.511 -1.092 -0.164  -1.113
N: -2.683 -2.089 -0.025  -0.100
C: -3.365 -3.312 0.086  -0.282
C: -2.804 -4.565 0.294  -0.011
C: -3.637 -5.664 0.382  -0.062
C: -5.024 -5.529 0.271  -0.073
C: -5.596 -4.284 0.082  -0.075
C: -4.751 -3.183 -0.004  -0.455
S: -5.175 -1.507 -0.211  1.098
H: -1.738 -4.641 0.396  0.075
H: -3.210 -6.646 0.544  0.109
H: -5.659 -6.401 0.344  0.110
H: -6.669 -4.170 0.009  0.115
C: 3.941 -1.333 0.310  0.011
C: 2.537 -1.827 0.127  -0.307
O: 1.612 -0.975 0.111  -0.153
C: 2.306 -3.236 -0.030  -0.099
C: 3.395 -4.134 -0.032  -0.014
C: 3.201 -5.480 -0.189  -0.059
C: 1.892 -5.951 -0.354  -0.035
C: 0.813 -5.095 -0.353  0.008
C: 0.998 -3.718 -0.182  -0.287
O: -0.050 -2.905 -0.177  -0.193
H: 3.949 -0.262 0.421  0.039
H: 4.552 -1.611 -0.551  0.112
H: 4.390 -1.792 1.193  0.112
H: 4.401 -3.754 0.085  0.113
H: 4.039 -6.163 -0.196  0.113
H: 1.719 -7.012 -0.488  0.118
H: -0.180 -5.486 -0.500  0.106
C: 2.826 4.102 0.161  -0.195
Si: 2.350 2.317 0.133  0.299
C: 3.134 1.607 -1.396  -0.215
C: 2.901 1.623 1.769  -0.219
As: 0.052 1.679 -0.029  0.786
Si: -0.939 2.843 1.823  0.269
C: 0.064 4.346 2.207  -0.211
C: -2.682 3.383 1.568  -0.217
C: -0.818 1.596 3.189  -0.214
Si: -0.646 2.796 -2.039  0.269
C: 0.386 4.309 -2.276  -0.211
C: -2.416 3.308 -2.069  -0.220
C: -0.299 1.531 -3.350  -0.213
H: 3.922 4.092 0.219  0.054
H: 2.455 4.645 1.027  0.017
H: 2.547 4.648 -0.737  0.017
H: 4.224 1.560 -1.302  0.048
H: 2.913 2.270 -2.237  0.028
H: 2.759 0.616 -1.641  0.017
H: 3.992 1.562 1.838  0.047
H: 2.480 0.640 1.972  0.016
H: 2.569 2.304 2.559  0.029
H: 0.259 4.948 1.317  0.028
H: 1.018 4.095 2.674  0.024
H: -0.503 4.966 2.910  0.049
H: -2.748 4.185 0.830  0.027
H: -3.028 3.782 2.527  0.049
H: -3.350 2.578 1.268  -0.017
H: 0.227 1.371 3.422  0.027
H: -1.320 0.666 2.905  0.019
H: -1.302 1.958 4.101  0.047
H: 0.410 4.928 -1.376  0.029
H: -0.054 4.908 -3.080  0.050
H: 1.412 4.069 -2.558  0.022
H: -2.603 4.134 -1.380  0.028
H: -3.109 2.501 -1.841  -0.029
H: -2.624 3.664 -3.084  0.050
H: 0.773 1.330 -3.427  0.026
H: -0.656 1.867 -4.328  0.047
H: -0.813 0.593 -3.125  0.018

Forces on the atoms, in the same order (eV/Å):
-0.63 -0.94 -0.08
0.54 -0.51 -0.03
-0.18 0.16 -0.06
0.56 -0.32 0.33
0.14 0.26 -0.02
-0.02 -0.05 0.03
0.00 0.03 0.00
0.04 0.03 0.00
0.01 0.03 0.01
-0.12 -0.02 -0.03
-0.23 0.02 -0.03
0.09 -0.06 0.05
-0.01 0.02 0.00
0.01 0.01 -0.01
0.03 0.00 0.00
0.02 -0.15 -0.04
-0.04 -0.01 -0.03
-0.12 0.07 0.11
0.33 0.25 0.11
0.11 -0.06 -0.01
-0.06 0.04 -0.01
-0.03 -0.03 0.00
0.07 -0.24 -0.04
-0.48 0.24 -0.11
-0.05 0.09 -0.12
-0.02 0.21 0.00
-0.03 0.01 0.04
-0.01 0.02 -0.02
-0.07 -0.04 0.00
-0.03 0.01 0.01
0.01 0.03 0.00
-0.07 0.03 -0.04
0.03 0.36 -0.02
-0.28 -0.25 0.00
0.17 -0.13 -0.19
0.10 -0.09 0.24
0.20 1.06 -0.02
0.10 -0.28 -0.19
0.20 0.28 0.10
-0.32 0.10 -0.15
0.03 -0.21 0.24
0.09 -0.26 0.20
0.19 0.29 -0.07
-0.35 0.12 0.10
0.07 -0.22 -0.22
-0.05 0.06 0.00
0.06 0.01 0.01
0.07 0.01 0.02
-0.06 0.00 -0.02
0.03 -0.05 0.01
0.04 -0.05 -0.04
-0.05 0.02 0.02
0.03 -0.03 0.05
0.03 -0.06 -0.02
-0.04 0.02 0.06
-0.01 0.07 -0.01
0.06 -0.03 -0.02
-0.04 -0.02 0.07
-0.01 0.01 -0.04
-0.01 0.07 0.05
-0.06 -0.02 0.02
-0.03 0.00 0.04
0.06 -0.02 -0.03
-0.02 0.02 -0.07
0.05 -0.03 0.03
-0.01 0.06 0.00
-0.03 -0.02 -0.07
-0.01 0.11 -0.08
-0.01 0.01 0.04
-0.04 -0.03 -0.03
0.05 -0.01 0.04
-0.02 0.00 -0.05

Output
- Net charge: +1
- Highest occupied orbital energy: -10.69 eV
- Max |F|: 0.0221 Eh/bohr
- LUMO energy: -0.13479 hartree
- Kohn-Sham gap: 7.021 eV
- E_tot: -5803.975586 a.u.

***

The following is a DFT calculation (ωB97M-V/def2-TZVPD) of a structure of composition C24H38BN6O3PS4SeW.

Each line ends with the Löwdin charge.
Positions of all 79 atoms, in Å:
W: 0.424 -0.644 -0.303  0.411
C: 3.196 2.330 0.031  -0.023
N: 2.494 2.443 1.302  -0.083
C: 2.377 3.618 2.005  -0.037
C: 1.738 3.324 3.159  -0.043
N: 1.469 1.973 3.161  -0.029
B: 0.776 1.251 4.340  -0.412
N: -0.780 1.008 4.059  0.028
C: -1.523 0.414 5.049  -0.049
C: -2.819 0.378 4.652  -0.018
N: -2.864 0.973 3.417  -0.113
C: -4.060 1.146 2.606  -0.027
C: -1.610 1.340 3.072  -0.602
S: -1.231 2.097 1.542  0.601
C: 1.930 1.455 2.015  -0.660
S: 1.883 -0.233 1.592  0.667
H: 2.691 2.940 -0.715  0.081
H: 3.177 1.296 -0.292  0.034
H: 4.226 2.657 0.161  0.104
H: 2.759 4.548 1.623  0.133
H: 1.459 3.952 3.985  0.129
H: 1.270 0.171 4.543  0.069
H: 0.834 1.984 5.294  0.084
H: -1.066 0.074 5.961  0.136
H: -3.701 0.001 5.138  0.132
H: -4.925 1.156 3.263  0.099
H: -4.149 0.337 1.882  0.076
H: -3.997 2.088 2.069  0.082
C: -0.834 4.432 -5.117  -0.083
C: -0.101 3.143 -4.818  -0.320
O: 0.451 3.178 -3.491  -0.416
P: -0.349 2.402 -2.303  0.560
S: -1.612 0.499 0.233  0.094
S: 0.933 0.706 -2.130  0.155
O: 0.169 3.330 -1.048  -0.465
C: -0.550 4.580 -0.956  -0.327
C: 0.099 5.448 0.093  -0.074
H: -1.211 4.425 -6.140  0.080
H: -0.167 5.287 -4.998  0.080
H: -1.681 4.554 -4.440  0.072
H: 0.738 2.994 -5.496  0.118
H: -0.772 2.286 -4.925  0.100
H: -1.595 4.371 -0.704  0.104
H: -0.525 5.081 -1.927  0.103
H: 0.077 4.964 1.069  0.049
H: -0.436 6.396 0.161  0.085
H: 1.135 5.658 -0.176  0.080
C: 0.843 -5.913 -2.304  -0.007
N: -0.307 -5.131 -1.880  -0.062
C: -0.323 -3.804 -1.664  -0.668
Se: 1.101 -2.636 -1.942  0.709
N: -1.568 -3.469 -1.285  0.133
C: -2.382 -4.595 -1.243  -0.168
C: -3.716 -4.773 -0.911  0.000
C: -4.206 -6.065 -0.989  -0.067
C: -3.394 -7.136 -1.384  -0.064
C: -2.063 -6.953 -1.716  0.006
C: -1.576 -5.658 -1.632  -0.152
H: 1.740 -5.317 -2.168  0.055
H: 0.749 -6.188 -3.354  0.109
H: 0.906 -6.813 -1.695  0.101
H: -1.836 -2.522 -1.059  0.131
H: -4.344 -3.944 -0.616  0.118
H: -5.243 -6.251 -0.744  0.111
H: -3.819 -8.129 -1.436  0.112
H: -1.440 -7.780 -2.027  0.118
C: -0.218 -2.587 3.465  -0.146
C: 0.914 -3.511 2.981  -0.130
C: 0.830 -3.456 1.452  -0.208
O: -0.119 -2.407 1.132  -0.435
C: -1.066 -2.378 2.224  -0.183
H: 0.200 -1.634 3.783  0.067
H: -0.795 -3.011 4.285  0.122
H: 0.788 -4.533 3.333  0.115
H: 1.878 -3.149 3.330  0.113
H: 0.445 -4.390 1.033  0.121
H: 1.769 -3.213 0.963  0.086
H: -1.778 -3.197 2.072  0.132
H: -1.588 -1.425 2.179  0.066

Forces on the atoms, in the same order (eV/Å):
-0.13 0.00 0.03
0.00 -0.01 -0.04
0.08 0.02 -0.04
-0.05 0.04 0.06
0.03 -0.08 -0.09
-0.05 0.03 0.02
0.07 -0.05 0.05
0.06 0.04 0.08
-0.02 -0.04 0.00
0.03 0.03 -0.06
-0.09 -0.04 0.03
0.00 -0.01 -0.02
-0.04 -0.03 -0.10
0.06 0.05 0.05
-0.02 0.00 -0.03
-0.02 -0.02 -0.01
-0.03 -0.01 0.01
0.02 -0.01 0.02
0.00 0.01 0.02
0.02 -0.02 -0.01
0.01 -0.01 0.02
-0.04 0.07 -0.03
-0.02 -0.06 -0.03
0.01 0.02 -0.01
0.00 0.01 0.00
0.01 0.00 0.01
0.01 -0.01 0.00
0.01 0.01 0.01
0.03 -0.01 0.05
-0.07 0.00 -0.05
0.06 0.05 -0.03
-0.19 0.12 0.06
0.10 -0.03 0.04
0.17 -0.02 0.02
-0.01 -0.10 -0.07
0.00 0.01 0.02
-0.02 -0.02 0.01
0.00 0.00 0.00
0.00 0.00 -0.01
-0.01 0.01 -0.01
0.01 0.00 0.01
0.02 -0.01 0.02
0.01 0.00 0.00
0.00 -0.01 0.00
-0.01 0.00 -0.01
0.01 0.01 0.01
0.00 0.01 0.00
-0.03 0.00 -0.02
0.05 -0.01 0.02
-0.08 -0.03 -0.02
0.06 0.04 0.05
-0.09 -0.03 0.04
0.04 0.04 0.00
-0.02 0.00 0.00
0.02 -0.02 -0.01
-0.01 0.03 0.01
-0.02 -0.02 0.01
0.07 0.01 -0.02
0.01 0.00 0.01
-0.02 0.01 0.00
0.00 0.00 0.01
0.07 -0.01 -0.01
0.00 -0.01 0.00
0.00 -0.01 0.00
-0.01 0.00 0.00
-0.01 0.00 0.00
0.01 0.03 -0.04
0.01 0.01 0.01
0.00 0.00 0.04
-0.06 0.04 -0.06
0.00 0.00 0.01
-0.02 0.03 0.04
0.00 -0.01 -0.01
-0.01 0.00 0.00
0.00 -0.02 0.00
0.00 -0.01 -0.01
0.00 0.02 0.00
-0.01 0.00 -0.01
0.01 0.00 -0.01

Output
- Net charge: +1
- Multiplicity: 4
- ⟨S²⟩: 3.776
- Highest occupied orbital energy (alpha / beta): -9.35 / -10.46 eV
- Max |F|: 0.0045 Eh/bohr
- LUMO energy (alpha / beta): -0.09839 / -0.10867 hartree
- Kohn-Sham gap (alpha / beta): 6.672 / 7.501 eV
- E_tot: -5919.040865 a.u.

***

The following is a DFT calculation (ωB97M-V/def2-TZVPD) of a structure of composition C24H38BeN3Si4Te.

Each line ends with the Löwdin charge.
Positions of all 71 atoms, in Å:
Be: 2.481 -0.230 0.609  -0.029
C: 1.127 -0.289 4.528  -0.029
C: 1.228 1.065 4.770  -0.012
C: 1.830 1.884 3.815  0.030
C: 2.301 1.314 2.658  -0.184
N: 2.154 -0.019 2.398  0.072
C: 1.587 -0.791 3.316  -0.081
C: 3.128 1.996 1.637  -0.185
C: 3.665 3.267 1.556  0.048
C: 4.498 3.539 0.469  0.001
C: 4.798 2.581 -0.497  0.045
C: 4.214 1.332 -0.350  -0.167
N: 3.422 1.124 0.686  -0.014
C: 4.277 0.089 -1.160  -0.166
C: 5.045 -0.093 -2.288  0.028
C: 5.027 -1.335 -2.911  -0.013
C: 4.243 -2.346 -2.386  -0.014
C: 3.480 -2.086 -1.259  -0.062
N: 3.488 -0.899 -0.659  0.038
H: 0.679 -0.961 5.244  0.123
H: 0.863 1.492 5.694  0.124
H: 1.921 2.948 3.982  0.127
H: 1.488 -1.841 3.081  0.121
H: 3.463 4.027 2.296  0.125
H: 4.935 4.524 0.382  0.124
H: 5.454 2.815 -1.322  0.124
H: 5.650 0.716 -2.672  0.126
H: 5.623 -1.506 -3.797  0.124
H: 4.206 -3.324 -2.843  0.121
H: 2.820 -2.833 -0.839  0.130
C: -1.976 -0.895 2.754  -0.214
Si: -1.917 -1.758 1.084  0.325
C: -3.479 -2.771 0.854  -0.207
C: -0.419 -2.901 1.016  -0.221
Si: -1.696 -0.158 -0.594  0.059
Te: 0.640 0.754 -0.553  0.668
Si: -2.088 -1.076 -2.711  0.317
C: -1.399 0.061 -4.032  -0.220
C: -3.937 -1.296 -2.951  -0.211
C: -1.228 -2.746 -2.812  -0.219
Si: -3.005 1.738 -0.156  0.310
C: -3.006 2.850 -1.666  -0.216
C: -4.753 1.166 0.232  -0.211
C: -2.317 2.687 1.311  -0.224
H: -1.932 -1.611 3.579  0.036
H: -2.900 -0.324 2.857  0.026
H: -1.145 -0.195 2.854  0.002
H: -3.617 -3.482 1.672  0.035
H: -3.448 -3.338 -0.078  0.022
H: -4.359 -2.126 0.820  0.025
H: -0.417 -3.621 1.838  0.038
H: 0.495 -2.306 1.057  -0.032
H: -0.400 -3.458 0.077  0.020
H: -1.882 1.039 -4.002  0.020
H: -1.558 -0.364 -5.026  0.034
H: -0.329 0.215 -3.888  0.011
H: -4.450 -0.332 -2.943  0.022
H: -4.377 -1.913 -2.164  0.021
H: -4.148 -1.776 -3.909  0.035
H: -0.166 -2.642 -2.579  0.017
H: -1.314 -3.173 -3.814  0.034
H: -1.662 -3.459 -2.108  0.017
H: -3.515 2.376 -2.508  0.022
H: -1.986 3.083 -1.978  0.027
H: -3.519 3.791 -1.453  0.034
H: -5.171 0.575 -0.585  0.021
H: -5.415 2.019 0.398  0.035
H: -4.775 0.550 1.134  0.018
H: -1.315 3.058 1.090  0.005
H: -2.253 2.055 2.199  0.010
H: -2.960 3.539 1.546  0.034

Forces on the atoms, in the same order (eV/Å):
-0.54 0.07 0.25
0.01 -0.04 -0.11
0.06 0.09 -0.08
-0.15 -0.03 0.12
0.24 -0.27 0.23
0.05 0.13 -0.17
-0.10 0.07 0.15
0.15 -0.01 -0.11
0.03 -0.02 -0.05
-0.01 0.03 0.06
-0.01 -0.08 -0.02
-0.02 0.14 0.02
-0.01 -0.02 -0.17
0.06 -0.03 0.01
-0.02 -0.01 -0.01
0.02 0.02 -0.02
-0.07 -0.02 0.04
-0.09 0.00 -0.14
0.52 0.00 0.19
0.00 0.00 0.03
-0.03 -0.01 0.00
0.07 0.01 -0.01
-0.02 -0.03 -0.05
-0.01 0.00 0.02
0.00 0.00 -0.01
0.01 0.01 -0.01
0.00 0.00 0.00
0.00 0.00 0.00
0.00 -0.01 0.00
0.01 -0.02 0.01
0.03 -0.04 0.00
-0.04 -0.03 0.00
0.01 0.02 -0.03
-0.04 -0.03 0.03
-0.01 -0.04 0.06
-0.15 0.16 -0.27
0.01 0.00 -0.02
-0.01 -0.01 0.02
0.01 0.00 0.01
0.01 0.01 0.01
-0.07 -0.03 0.01
0.01 -0.01 0.01
0.01 0.02 -0.01
0.01 -0.05 -0.02
0.00 -0.01 0.01
-0.02 0.00 0.00
0.01 0.04 0.01
0.01 0.00 0.01
0.00 -0.01 -0.01
-0.02 0.01 0.00
0.02 0.01 0.01
0.08 0.02 0.01
-0.02 -0.01 -0.01
-0.01 0.02 0.00
0.01 -0.01 -0.01
0.02 0.00 0.00
-0.01 0.02 0.00
0.00 -0.01 0.01
0.00 0.00 -0.01
0.02 0.00 0.00
-0.01 0.01 -0.01
-0.01 -0.01 0.01
-0.01 -0.01 -0.01
0.01 0.01 0.00
-0.01 0.01 0.00
0.00 -0.01 -0.01
0.00 0.01 0.00
0.00 -0.01 0.02
0.01 0.01 0.00
-0.01 0.00 0.02
0.00 0.01 0.00

Output
- Net charge: +1
- Highest occupied orbital energy: -9.35 eV
- Max |F|: 0.0116 Eh/bohr
- LUMO energy: -0.14120 hartree
- Kohn-Sham gap: 5.503 eV
- E_tot: -2542.377942 a.u.